Molecular formula: C31H42F7O10PS5
Method: DFT, the ωB97M-V functional and the def2-TZVPD basis

Properties
- Electronic energy: -135773.12672 eV
- Highest occupied orbital energy: -8.0495 eV
- LUMO energy: -1.990 eV
- F_max: 7.551 eV/A
- HOMO-LUMO gap: 6.0595 eV

CARTESIAN COORDINATES (ANGSTROEM)
C 5.45888 -4.20435 0.42743
C 5.41307 -2.96416 -0.59188
P 3.62893 -2.48070 -1.13777
C 3.49028 -0.56188 -1.26794
C 2.35652 -3.12780 0.15548
C 2.46035 -2.76045 1.66122
S 3.69932 -1.68768 2.45670
O 4.61567 -0.89406 1.58694
O 4.58775 -2.60957 3.28972
C 2.99760 -0.47062 3.71452
F 1.96359 -1.00163 4.52343
F 4.09321 -0.19714 4.60749
C 2.54508 0.94351 3.11963
F 3.61451 1.70310 2.53908
F 2.14812 1.73183 4.26540
C 1.26227 0.91492 2.14877
F 0.31661 1.87750 2.63835
F 0.57108 -0.30994 2.11138
F 1.66198 1.40073 0.88038
C 1.37421 -3.41795 2.60429
C 0.24762 -4.33754 2.00479
C 0.12867 -4.66099 0.49251
C 1.23363 -4.04956 -0.44483
C 1.08841 -4.40458 -2.00103
O 2.02597 -4.68912 -2.77821
C -0.43505 -4.43667 -2.54484
C -0.88119 -3.90106 -3.92574
C -2.39971 -3.95584 -4.33716
C -3.51105 -4.54842 -3.39493
C -5.02505 -4.52323 -3.92677
C -5.95833 -3.44425 -3.14612
C -5.81961 -1.97609 -3.78836
O -6.73137 -1.11069 -3.72573
O -4.59874 -1.57167 -4.44459
C -3.06096 -5.10185 -2.02038
C -1.55074 -5.03924 -1.60294
C -1.02302 -5.55951 -0.17060
O -1.46221 -6.61463 0.36830
H 6.26395 -4.93317 0.02187
H 5.86820 -3.83531 1.43417
H 4.49876 -4.81243 0.50656
H 5.91079 -3.32568 -1.57338
H 6.00294 -2.03902 -0.23657
H 4.38421 -0.02790 -0.79598
H 2.49547 -0.30620 -0.75981
H 3.41656 -0.22150 -2.35460
H 1.33846 -3.27917 3.73157
H -0.52989 -4.79627 2.69842
H -0.08790 -3.46057 -4.61512
H -2.73125 -3.56851 -5.37206
H -5.51095 -5.56066 -3.98196
H -4.98686 -4.14961 -5.02343
H -5.65622 -3.36913 -2.04003
H -7.06909 -3.73223 -3.21098
H -4.78119 -1.70105 -5.40232
H -3.84604 -5.55178 -1.32766
C 2.70950 6.16248 1.62978
S 1.08578 5.76935 0.94449
O 0.51062 7.03731 0.39953
C 0.28715 5.45089 2.53289
H 3.37418 6.43408 0.80876
H 2.62801 7.00136 2.32325
H 3.10932 5.28672 2.14410
H 0.35835 6.33466 3.16965
H 0.76707 4.59884 3.01768
H -0.76326 5.21851 2.35198
C 7.76844 -1.18790 7.85267
S 6.54714 -2.43199 8.32457
O 7.19733 -3.77084 8.19329
C 5.48425 -2.20210 6.88292
H 8.56170 -1.18162 8.60124
H 8.19217 -1.43307 6.87713
H 7.29394 -0.20552 7.82048
H 6.05168 -2.38307 5.96825
H 5.08547 -1.18616 6.88269
H 4.65976 -2.91353 6.94404
C -1.69277 5.76335 -1.44994
S -2.90480 4.51210 -0.97551
O -2.24150 3.17564 -1.09911
C -3.96910 4.72459 -2.41820
H -0.90135 5.77852 -0.69923
H -1.26483 5.51744 -2.42371
H -2.17402 6.74198 -1.48738
H -3.39928 4.54357 -3.33107
H -4.37613 5.73475 -2.42455
H -4.78694 4.00660 -2.35359
C -8.08548 7.28041 -4.37322
S -7.38473 5.71298 -3.81339
O -5.90498 5.78615 -4.01464
C -8.06476 4.71566 -5.15642
H -7.75554 8.06800 -3.69464
H -7.73890 7.50362 -5.38381
H -9.17499 7.21974 -4.35404
H -7.71934 5.10029 -6.11774
H -9.15501 4.73954 -5.11162
H -7.72049 3.68812 -5.03221

Molecular formula: C19H43O2P3Tb
Method: DFT, the ωB97M-V functional and the def2-TZVPD basis

Properties
- Net charge: +3
- Electronic energy: -74765.67703 eV
- Highest occupied orbital energy (spin up / spin down): -16.7841 / -16.4640 eV
- Multiplicity: 7
- Relative energy (zero: lowest compared OMol25 entry of this formula, charge and spin): 4.492 eV
- LUMO energy (spin up / spin down): -12.632 / -11.522 eV
- F_max: 2.122 eV/A
- HOMO-LUMO gap (spin up / spin down): 4.1519 / 4.9422 eV

CARTESIAN COORDINATES (ANGSTROEM)
Tb -0.32920 0.35090 0.87254
P 1.67843 -0.92906 2.64384
P 1.77882 2.23490 0.71752
P -0.81638 -2.44440 0.52095
H -0.63847 2.07847 -7.69607
C -1.56988 1.53706 -7.50848
C -2.64560 2.09447 -6.93903
H -2.69072 3.15071 -6.66585
C 3.07576 -1.80529 1.83191
C 2.61339 0.19233 3.75066
C 1.15380 -2.19339 3.85810
C 1.14360 3.33548 -0.60470
C 2.20528 3.46584 1.99170
C 3.40266 1.77887 -0.00383
C -2.07899 -2.43477 -0.80216
C -1.66677 -3.50213 1.74440
C 0.45906 -3.55288 -0.20062
H -1.60705 0.51206 -7.90090
H -3.56570 1.51328 -6.80049
H 3.79819 -2.14525 2.58858
H 3.57177 -1.12916 1.12333
H 2.69394 -2.66868 1.27318
H 3.27495 -0.38535 4.41351
H 1.90937 0.76044 4.37442
H 3.21779 0.90508 3.17550
H 1.83798 -3.05419 3.85890
H 0.14237 -2.55561 3.63746
H 1.15365 -1.74815 4.86147
H 1.73162 4.26184 -0.65541
H 0.09496 3.59997 -0.40894
H 1.18572 2.82765 -1.57273
H 3.15512 3.97017 1.75908
H 2.27546 3.00645 2.98842
H 1.39655 4.20800 2.00591
H 3.96512 2.66795 -0.32480
H 3.21756 1.13454 -0.87478
H 4.00170 1.21131 0.72157
H -2.56711 -3.41827 -0.82624
H -1.61118 -2.22142 -1.76980
H -2.84095 -1.66590 -0.60553
H -2.39622 -4.14864 1.23819
H -2.20504 -2.86125 2.45898
H -0.94296 -4.12280 2.28879
H 0.00027 -4.34132 -0.81552
H 1.05785 -4.01681 0.59535
H 1.12580 -2.95145 -0.83372
C -0.86822 0.69707 -2.40527
C 0.31536 0.28615 -3.05596
C 0.25876 -0.07796 -4.38763
C -0.96100 -0.01589 -5.06386
C -2.08233 0.57064 -4.46575
C -2.04599 0.95153 -3.13876
O -0.93633 0.76260 -1.09177
H 1.15993 -0.45302 -0.19009
H 1.22902 0.18643 -2.47816
H 1.15579 -0.41961 -4.90211
H -1.00977 -0.35007 -6.10204
H -2.97905 0.79043 -5.04276
H -2.92226 1.34752 -2.62004
C -2.86653 0.82310 4.91486
C -2.42836 0.00292 3.71225
O -1.57246 0.83821 2.84490
H -1.99758 1.07570 5.54670
H -3.55100 0.20114 5.50112
H -3.40389 1.75058 4.64735
H -1.83061 -0.86697 4.02668
H -3.24399 -0.34968 3.07242
H -1.56579 1.74761 3.19324

Molecular formula: C8H13N2O
Method: DFT, the ωB97M-V functional and the def2-TZVPD basis

Properties
- Net charge: +1
- Electronic energy: -13524.24181 eV
- Highest occupied orbital energy: -12.7155 eV
- Relative energy (zero: lowest compared OMol25 entry of this formula, charge and spin): 3.923 eV
- LUMO energy: -3.394 eV
- F_max: 4.614 eV/A
- HOMO-LUMO gap: 9.3216 eV

CARTESIAN COORDINATES (ANGSTROEM)
C -1.43003 -0.09619 -1.66082
C -1.11374 1.15044 -2.50102
C -0.53690 -0.50927 -0.76340
C -2.10662 1.65420 -3.20475
C 1.59081 -1.73791 -0.38455
C 2.37967 -1.84475 0.98792
C 0.89459 -0.12717 1.60296
C -0.88252 1.34828 2.16699
N 0.47487 -0.84015 -0.05432
N -0.19741 0.09697 2.32188
O 1.60666 -1.23028 1.98182
H -2.42708 -0.61986 -1.79204
H -0.12906 1.52519 -2.33927
H -1.99128 2.66410 -3.70981
H -3.04139 1.26907 -3.29104
H 2.34914 -1.18937 -0.96263
H 1.24517 -2.60287 -0.96443
H 2.63697 -2.84209 1.30462
H 3.28650 -1.19946 0.86569
H 1.47474 0.86026 1.35025
H -0.37404 2.27936 2.58417
H -1.12437 1.45924 1.04626
H -1.86146 1.16329 2.71394
H -0.72321 -0.63104 2.70158

Molecular formula: C38H60As3HfN5O5Si2Te
Method: DFT, the ωB97M-V functional and the def2-TZVPD basis

Properties
- Net charge: +2
- Electronic energy: -264930.02593 eV
- Highest occupied orbital energy: -12.4852 eV
- Relative energy (zero: lowest compared OMol25 entry of this formula, charge and spin): 0.010 eV
- LUMO energy: -6.501 eV
- F_max: 1.093 eV/A
- HOMO-LUMO gap: 5.9842 eV

CARTESIAN COORDINATES (ANGSTROEM)
Hf 0.09271 0.07785 0.09795
N -1.21519 -3.90299 2.06226
C -0.77618 -3.01897 1.18653
N -0.89114 -1.72360 1.34496
C -1.66824 -1.24020 2.40680
N -2.10971 -0.03110 2.38007
N -1.80789 0.54168 1.12037
C -2.81306 1.01632 0.50795
C -2.65820 1.42454 -0.89526
C -3.70911 1.98060 -1.58208
C -3.53831 2.28240 -2.93359
C -2.32378 1.99644 -3.51086
C -1.30951 1.42985 -2.73799
N -1.45610 1.15589 -1.44705
C -2.02164 -2.15525 3.48702
C -2.63564 -1.73582 4.67043
C -2.97240 -2.66143 5.63277
C -2.71154 -4.02004 5.42140
C -2.12664 -4.45353 4.24994
C -1.78876 -3.50924 3.28740
H -1.13339 -4.88664 1.84700
H -0.30222 -3.38833 0.28465
H -3.78251 1.04520 1.00022
H -4.64647 2.16427 -1.07246
H -4.34114 2.72083 -3.51142
H -2.13744 2.18986 -4.55855
H -0.35287 1.20441 -3.18298
H -2.84519 -0.68344 4.81094
H -3.44769 -2.34089 6.54968
H -2.97699 -4.74319 6.18125
H -1.93555 -5.50640 4.08054
C 2.32009 -3.15675 1.87029
As 2.45902 -1.67692 0.62125
C 3.14707 -2.68061 -0.89348
C 4.16333 -0.89709 1.17181
C 4.16065 0.34503 2.06656
C 3.95895 1.60670 1.22395
C 3.06442 0.23049 3.13246
As 1.23863 0.79589 2.71110
C 1.30078 2.62484 3.32492
C 0.47967 0.02047 4.31576
C 5.54472 0.48964 2.74079
As 6.40181 -0.77609 4.01350
C 7.19130 -2.04169 2.73609
C 4.97545 -1.96490 4.64887
H 3.32602 -3.50805 2.09254
H 1.77168 -3.97612 1.40758
H 1.82302 -2.87046 2.79728
H 3.94728 -3.31841 -0.51933
H 3.55206 -2.00240 -1.64022
H 2.37125 -3.29693 -1.34582
H 4.71104 -0.69368 0.24932
H 4.67121 -1.71988 1.67367
H 3.05511 1.56296 0.61042
H 4.79626 1.75036 0.53847
H 3.90364 2.49358 1.85917
H 3.30840 0.82876 4.01350
H 2.95770 -0.79788 3.47647
H 1.75652 2.59698 4.31358
H 0.29241 3.02704 3.39805
H 1.89039 3.24281 2.65767
H 1.13282 0.32271 5.13237
H 0.45669 -1.06669 4.25787
H -0.52542 0.40011 4.47958
H 5.56261 1.44995 3.26211
H 6.29973 0.57469 1.95288
H 7.69446 -1.49005 1.94236
H 6.46249 -2.72398 2.29665
H 7.93990 -2.63183 3.26211
H 4.30490 -1.44334 5.33083
H 5.47980 -2.74986 5.21307
H 4.40694 -2.43476 3.84662
O 2.56191 -1.41494 -5.28708
C 2.00324 -1.06910 -4.29759
C 0.84436 -1.80484 -3.57138
O 0.20323 -2.73621 -3.96272
C 0.70683 -1.08464 -2.28396
C 1.56726 -0.03766 -2.18542
O 1.61768 0.71399 -1.07360
C 2.33999 0.17111 -3.42541
O 3.03272 1.10810 -3.71193
O -0.13568 -1.38432 -1.28176
C -0.16970 6.08654 2.51344
Si -1.63868 5.25638 1.74361
C -3.00700 6.45322 1.43635
C -2.25858 3.83776 2.78850
C -1.14365 4.55197 0.06330
Te 0.52395 3.23673 -0.00326
C 0.96844 3.60682 -2.03573
Si 2.34054 4.88903 -2.26640
C 2.56575 5.04315 -4.08865
C 1.81542 6.47704 -1.46914
C 3.84629 4.19597 -1.44414
H -0.21475 6.05763 3.60520
H -0.13245 7.13764 2.21594
H 0.77094 5.62472 2.20337
H -3.38045 6.87171 2.37493
H -3.84840 5.97564 0.92765
H -2.66268 7.28582 0.81813
H -2.24824 4.08812 3.85271
H -1.66122 2.93356 2.65820
H -3.29458 3.59718 2.52602
H -0.83552 5.36222 -0.60348
H -1.98990 4.04130 -0.40750
H 0.02650 3.89697 -2.50835
H 1.32716 2.67619 -2.48161
H 1.64885 5.37822 -4.57975
H 2.85402 4.07712 -4.51179
H 3.35275 5.76222 -4.33054
H 0.94516 6.91772 -1.96400
H 2.62280 7.21292 -1.51617
H 1.57873 6.32658 -0.41039
H 4.00404 3.15913 -1.75833
H 3.74863 4.22447 -0.35516
H 4.73820 4.76757 -1.71288